No. 1
The following is a DFT calculation (wB97M-V/def2-TZVPD) of C19H35FNO6P in the gas phase.

```
63
Properties=species:S:1:pos:R:3:forces:R:3:nbo_charge:R:1
C 0.23524 -3.98499 4.46782 -0.3588 0.0515 0.0604 -0.401
C -0.95675 -3.96748 3.82105 0.6506 -0.1884 0.1705 -0.188
C -1.34671 -3.02209 2.70931 -0.2913 0.5717 1.7595 -0.105
O -2.16824 -3.79751 1.81698 -0.1821 -0.1071 -0.3147 -0.805
P -2.45741 -3.14756 0.40512 -0.0235 0.5320 0.3461 2.572
O -2.14173 -1.71486 0.35894 -0.0152 0.0495 -0.0803 -1.123
O -1.76745 -4.04992 -0.66648 -0.1098 0.1630 0.0543 -0.807
C -1.13703 -3.34454 -1.78203 0.3497 -0.6155 -0.4841 -0.058
C 0.29710 -3.03395 -1.44979 0.2134 0.5657 0.1511 -0.425
C 1.02301 -2.30692 -2.60297 -0.0727 -0.6145 0.6556 -0.392
C 2.01081 -1.30587 -2.01945 -0.1034 0.2775 -0.4821 -0.394
C 2.61045 -0.36147 -3.05184 0.3575 0.2934 -0.1546 -0.384
C 3.56423 0.72686 -2.49140 -0.1227 0.0046 0.3071 -0.396
C 3.72392 0.77891 -0.96725 0.6842 0.3623 -0.0560 -0.405
C 4.32744 2.12322 -0.46761 -0.7101 -0.5661 0.4044 -0.392
C 3.36786 2.74902 0.56003 -0.1000 0.0402 -0.7613 -0.386
C 2.16976 3.40908 -0.17045 0.1937 -0.4177 0.9333 -0.402
C 0.80306 3.12475 0.48024 -0.2156 0.4933 -0.1224 -0.396
C -0.12114 4.36071 0.43841 -0.0957 -0.6365 -0.4207 -0.392
C -1.61346 4.03096 0.23129 -0.1693 0.9734 0.3672 -0.403
C -2.50210 4.36988 1.44626 -0.2427 -0.6100 -0.3582 -0.608
O -4.04420 -3.38597 0.21153 0.2343 0.3173 0.4321 -0.794
C -4.73982 -2.22115 -0.09202 -0.3181 -0.4149 -0.7029 0.914
O -5.06649 -1.98504 -1.20998 -0.2168 0.0167 -0.0057 -0.541
N -5.08818 -1.45623 1.01076 0.3871 0.2708 0.0383 -0.717
C -5.44906 -0.12087 0.62128 0.2407 0.0007 -0.0815 0.982
O -4.72753 0.68362 0.16162 0.0767 0.2345 0.0293 -0.489
F -6.71600 0.13301 0.88875 -0.3196 -0.1752 0.0549 -0.300
H 0.64482 -3.13899 5.01443 0.8132 0.6152 -1.5129 0.199
H 0.82907 -4.89424 4.50076 -0.8479 -0.5171 1.5184 0.207
H -1.69294 -4.71763 4.10286 0.4341 -0.9553 -1.3192 0.215
H -1.88513 -2.15459 3.10329 -0.2457 0.0770 -0.4262 0.190
H -0.45275 -2.67661 2.20641 0.0244 0.0596 -0.1106 0.206
H -1.68360 -2.44804 -2.06374 -0.1551 0.0907 0.3010 0.206
H -1.19972 -4.03062 -2.62497 -0.0642 -0.1362 0.0502 0.196
H 0.84305 -3.92542 -1.14133 -0.1019 -0.1859 -0.1427 0.209
H 0.31562 -2.36980 -0.58300 -0.1881 0.0222 0.0785 0.209
H 0.28900 -1.79826 -3.23049 0.0521 0.0793 -0.1118 0.199
H 1.52058 -3.07862 -3.19146 0.0786 0.2285 -0.3476 0.203
H 1.44731 -0.69835 -1.31112 0.0620 -0.0438 0.1998 0.197
H 2.80203 -1.82417 -1.47546 -0.0374 -0.0535 0.1250 0.201
H 1.79711 0.14918 -3.57079 -0.1259 -0.0960 -0.0231 0.197
H 3.14939 -0.91554 -3.82257 -0.0834 -0.1898 -0.0040 0.198
H 4.56718 0.61055 -2.90440 0.0122 -0.0496 -0.1221 0.200
H 3.23422 1.71144 -2.82675 -0.1206 0.0028 -0.0714 0.195
H 4.40700 -0.02045 -0.67537 -0.1831 -0.1803 0.1546 0.202
H 2.79362 0.63109 -0.42540 -0.1782 -0.1455 -0.1927 0.195
H 4.40944 2.78496 -1.32924 0.4106 0.2208 0.1099 0.195
H 5.29379 1.95097 0.00255 0.1966 0.1164 -0.2406 0.203
H 3.89567 3.46770 1.18606 -0.1034 0.0743 0.1046 0.202
H 2.96993 1.95882 1.19708 0.2282 -0.0457 0.2174 0.189
H 2.34800 4.48325 -0.17632 -0.0564 0.0847 -0.2883 0.203
H 2.14910 3.03077 -1.19091 -0.0293 0.2441 -0.1792 0.197
H 0.92566 2.76661 1.50321 0.0242 0.0342 0.0808 0.194
H 0.28760 2.33140 -0.06286 0.1521 -0.1823 -0.0163 0.198
H 0.20876 4.95971 -0.41043 0.0372 0.1632 0.0313 0.195
H 0.00514 4.96413 1.33737 0.0706 0.0982 -0.0008 0.198
H -1.96775 4.66861 -0.57950 -0.0692 -0.1887 -0.1948 0.200
H -1.78775 3.00565 -0.08726 0.2377 -0.1263 0.0600 0.204
H -1.94854 4.37215 2.38326 0.0343 0.0268 0.0536 0.197
H -3.01015 5.32241 1.31339 0.1606 0.1759 0.1521 0.204
H -3.29016 3.61940 1.52003 -0.0780 0.0297 0.1857 0.210
H -4.30420 -1.38107 1.65455 -0.0815 -0.2196 0.1420 0.422
```
Forces are in eV/Å.

Properties
* E_tot: -46052.559 eV
* SMILES: C=CCO[P@@](=O)(OCCCCCCCCCCCCCC)OC(=O)NC(=O)F
* max |F|: 0.03642 Eh/bohr

***

No. 2
The following is a DFT calculation (wB97M-V/def2-TZVPD) of a molecular structure, C11H15BaCl2N2O7P2.

```
40
Properties=species:S:1:pos:R:3:forces:R:3:mulliken_charge:R:1
Ba -0.79404 1.14803 -0.32038 6.0230 -1.3567 -1.6109 1.743
O -3.63723 2.44508 -1.43241 -0.1625 -1.0739 1.0333 -0.630
P -3.94881 1.09383 -0.57081 1.1059 0.4685 0.0623 0.749
O -5.28630 0.53364 -0.71521 -0.3764 0.0316 0.0993 -0.723
O -2.71460 0.19214 -0.76499 -3.7549 -0.8639 -0.5863 -0.574
O -3.73260 1.73554 0.99791 0.5194 0.1708 -0.4009 -0.276
P -2.37231 2.49174 1.50940 -1.0923 0.6564 0.2648 0.859
O -2.89324 3.48079 2.62272 -0.4042 0.1729 0.3501 -0.495
O -1.37207 1.55187 2.08292 -0.4737 0.2400 0.7285 -0.650
O -1.83107 3.26603 0.29906 -1.0330 0.5097 0.8369 -0.865
H -2.93430 2.84254 -0.83657 -0.2983 0.8666 -0.7387 0.442
H -3.64079 4.00975 2.31666 0.0674 -0.0224 0.0082 0.296
Cl -2.93767 -1.32023 2.10929 -0.2499 -0.2846 -0.0488 -0.095
C -3.80877 -2.20056 0.83995 0.0399 -0.1839 0.3214 -0.243
Cl -4.39064 -3.82938 1.38720 0.2086 0.5404 -0.1240 -0.222
H -3.12733 -2.35409 0.01606 0.0166 -0.0266 -0.0707 0.232
H -4.66450 -1.61031 0.53935 -0.0825 -0.0290 -0.0195 0.309
C 2.79733 -1.14168 0.80393 0.0329 -0.0294 0.1343 -0.527
C 1.69444 -2.03850 1.25255 -0.0309 0.1101 -0.1565 0.353
N 0.53186 -2.17826 0.65990 -0.2595 -0.1987 0.2436 -0.293
C -0.14487 -3.15087 1.38649 0.0456 0.2464 -0.3976 -0.391
C 0.61319 -3.58677 2.41837 0.2990 0.0832 0.0930 -0.514
N 1.79221 -2.86553 2.32643 -0.0855 -0.1255 0.0749 -0.045
H 2.42788 -0.44512 0.05358 -0.0437 -0.0258 -0.0366 -0.178
H 3.60831 -1.71583 0.34944 -0.0166 -0.0084 0.0073 0.319
H 3.21593 -0.56748 1.63451 -0.0305 -0.0325 -0.0021 0.354
H -1.13424 -3.48012 1.11445 0.0293 0.0571 0.0193 0.430
H 0.43285 -4.30636 3.19727 0.0116 0.0125 -0.0115 0.404
H 2.57817 -2.92064 2.94810 -0.0058 -0.0138 -0.0046 0.176
C 4.26128 1.51284 -3.14262 -0.1192 0.0053 0.0202 -0.192
C 3.21819 0.79016 -3.71982 0.1282 0.1526 0.2079 -0.544
C 2.02587 0.61433 -3.01818 -0.1141 -0.1008 -0.0271 -0.113
C 1.76908 1.12179 -1.72416 0.3070 0.1316 -0.2720 -0.882
C 2.86593 1.84593 -1.20783 0.0261 0.1186 0.1285 0.011
C 4.07869 2.04910 -1.87077 -0.1394 -0.1751 -0.2093 -0.680
H 5.19205 1.66550 -3.67957 -0.0168 -0.0170 0.0189 0.340
H 3.33860 0.37234 -4.71648 -0.0161 -0.0016 0.0515 0.310
H 1.25342 0.03235 -3.52831 0.0295 0.0546 0.0649 0.251
H 2.79339 2.29163 -0.20914 -0.0368 -0.0342 -0.0688 0.237
H 4.87668 2.62477 -1.40831 -0.0473 -0.0251 0.0167 0.317
```
Forces are in eV/Å.

Properties
* E_tot: -73289.583 eV
* charge: -1
* max |F|: 0.12408 Eh/bohr

***

No. 3
The following is a DFT calculation (wB97M-V/def2-TZVPD) of a molecular structure, C3H3NO3.

```
10
Properties=species:S:1:pos:R:3:forces:R:3:nbo_charge:R:1
C -0.58635 0.41632 0.06788 -0.0153 1.1363 0.3586 0.553
C 0.03332 -0.85555 -0.14208 1.3450 -0.2188 0.6147 -0.102
O -1.32597 1.09290 -0.79809 0.0777 -0.2819 0.4038 -0.623
O 0.45410 -1.32290 -1.37968 -0.3490 0.2466 0.1817 -0.673
N -0.13074 0.91248 1.22791 -1.2198 0.5970 -0.4508 -0.576
C 0.91948 0.08792 1.25682 0.6879 -1.6391 -1.0017 0.717
O 1.98396 -0.03873 1.75923 -0.5401 0.2590 -0.1862 -0.512
H -1.50486 1.97733 -0.43836 0.1015 -0.0812 -0.0280 0.510
H 0.50418 -0.60322 -2.02396 0.0873 -0.0842 0.2466 0.481
H -0.34711 -1.66656 0.47034 -0.1751 0.0662 -0.1387 0.225
```
Forces are in eV/Å.

Properties
* E_tot: -10790.024 eV
* max |F|: 0.03968 Eh/bohr

***

Among the records above, which one has the lowest E_tot?
C11H15BaCl2N2O7P2

***

What is the max |F| in the first record?
0.03642 Eh/bohr